# 1
{
  "formula": "C27H25FN6O3",
  "method": "ωB97M-V/def2-TZVPD",
  "symbols": ["C", "C", "H", "C", "C", "C", "C", "H", "H", "C", "H", "C", "C", "C", "N", "H", "H", "H", "H", "C", "H", "N", "C", "C", "N", "C", "C", "F", "H", "H", "H", "C", "H", "H", "C", "O", "H", "O", "C", "H", "C", "O", "N", "C", "C", "C", "C", "H", "N", "C", "N", "H", "H", "H", "C", "H", "C", "H", "H", "C", "H", "H"],
  "xyz": [[-1.541, -1.773, 0.067], [-3.355, 0.644, -3.426], [-2.300, -4.671, 1.667], [-0.620, 3.067, 4.392], [-0.941, 1.354, 2.230], [2.662, 0.763, 0.431], [0.164, 1.203, 3.073], [3.353, 0.610, 1.279], [0.911, 0.441, 2.838], [0.355, -0.623, -3.253], [-2.475, 3.980, 3.731], [-2.058, -2.761, 2.636], [-1.920, 2.309, 2.509], [-1.842, -3.122, 0.252], [1.448, -0.021, 0.709], [-4.282, 1.221, -3.437], [-3.253, 0.095, -2.489], [2.568, 2.832, 1.050], [2.680, 2.582, -0.702], [0.306, 2.047, 4.178], [2.216, -1.021, -1.596], [-0.112, 2.055, -3.951], [-1.028, 0.512, 0.947], [0.279, 0.702, 0.131], [2.743, 0.096, -3.574], [-2.089, -3.611, 1.536], [1.384, 0.264, -3.563], [-2.065, 1.058, 0.128], [1.090, -4.528, 1.607], [-1.872, -3.776, -0.616], [0.458, 2.518, -0.998], [1.639, -1.396, 0.436], [1.518, -2.137, 2.470], [1.160, 1.901, 4.838], [-1.043, 1.182, -3.568], [-2.301, 1.639, -3.554], [-2.285, -3.117, 3.640], [3.294, 1.454, -3.855], [1.127, 1.631, -3.941], [-3.367, -0.067, -4.245], [1.514, -3.056, -1.297], [3.538, -0.770, -3.241], [1.048, -3.929, -0.400], [2.213, 2.207, 0.217], [1.904, -1.774, -0.883], [-1.725, -1.410, 2.461], [1.526, -2.405, 1.411], [0.166, 2.849, 0.714], [2.298, 2.371, -4.084], [-1.738, 3.196, 3.571], [-0.883, -0.095, -3.196], [1.568, -3.350, -2.352], [-1.726, -0.717, 3.307], [0.068, 0.309, -0.889], [-1.393, -0.948, 1.187], [0.590, -1.678, -3.149], [1.245, -3.695, 0.913], [-0.469, 3.762, 5.213], [3.175, 0.384, -0.467], [0.706, 2.184, 0.024], [-1.428, -1.344, -0.935], [-2.799, 2.372, 1.866]],
  "e_homo_ev": -8.88,
  "charge": 0,
  "homo_lumo_gap_ev": 6.9,
  "smiles": "FC(c1ccccc1)(c1ccccc1)[C@H]1CCCN1c1ccncc1.COc1ncc2c(no[n+]2[O-])n1",
  "multiplicity": 1,
  "energy_ha": -1697.78862,
  "e_above_lowest_kj_mol": 0.0
}

---

# 2
{
  "formula": "C4H4N2O2",
  "method": "ωB97M-V/def2-TZVPD",
  "symbols": ["C", "H", "C", "C", "H", "N", "O", "C", "O", "H", "H", "N"],
  "xyz": [[-1.083, -0.269, 0.214], [-2.193, 1.371, 0.622], [-1.207, 1.086, 0.277], [1.307, -0.371, -0.046], [-2.437, -1.905, -0.698], [1.239, 1.115, -0.213], [-2.389, -0.829, -0.052], [0.098, 1.713, -0.158], [2.477, -0.946, 0.225], [0.067, 2.808, -0.232], [0.104, -1.922, -0.275], [0.055, -0.986, -0.147]],
  "e_homo_ev": -9.06,
  "charge": 0,
  "homo_lumo_gap_ev": 8.5,
  "multiplicity": 1,
  "energy_ha": -414.70213,
  "e_above_lowest_kj_mol": 378.2
}

---

# 3
{
  "formula": "C8H8BrHgO6P",
  "method": "ωB97M-V/def2-TZVPD",
  "symbols": ["C", "H", "C", "H", "Br", "O", "O", "C", "O", "H", "O", "H", "Hg", "H", "C", "C", "H", "O", "C", "H", "P", "O", "C", "C", "H"],
  "xyz": [[0.129, -0.487, -1.208], [-0.914, -0.608, -0.902], [0.823, 2.049, -0.847], [-2.454, -2.421, 0.373], [3.642, 0.681, -0.419], [-0.546, 2.887, -2.555], [0.028, -2.249, 0.525], [-0.747, -1.847, 1.486], [-0.262, -1.392, 2.567], [-2.612, -0.920, 1.247], [-0.442, 0.914, -3.657], [0.851, 1.980, 2.019], [-0.060, -3.056, 3.975], [1.715, -1.745, -0.517], [-2.215, -1.927, 1.301], [0.084, 3.244, -1.385], [-2.678, -2.437, 2.133], [-0.200, 4.195, -0.728], [0.234, 0.974, -1.378], [0.166, -1.035, -2.137], [2.155, 2.073, 0.383], [1.587, 1.405, 1.742], [0.888, -1.203, -0.094], [-0.431, 1.520, -2.635], [1.258, -0.596, 0.713]],
  "e_homo_ev": -15.27,
  "charge": 2,
  "homo_lumo_gap_ev": 2.3,
  "multiplicity": 1,
  "energy_ha": -3829.06962,
  "e_above_lowest_kj_mol": 0.0
}